DFT (ωB97M-V/def2-TZVPD) results for C13H43CdO13 as an isolated structure in a non-equilibrium geometry.

Geometry as XYZ:
```
70
Properties=species:S:1:pos:R:3:forces:R:3:lowdin_charge:R:1
Cd -2.957 -0.794 2.481 1.0 -0.3 -1.3 1.519
C -0.282 -0.537 0.181 0.2 -0.7 0.0 -0.097
C -0.556 -1.953 0.663 0.6 -0.2 0.0 -0.408
O -1.522 -2.013 1.674 -0.5 -0.6 1.0 -0.456
H 0.121 0.043 1.008 -0.1 0.2 0.0 0.046
H -1.198 -0.089 -0.209 0.1 0.2 -0.1 0.056
H 0.492 -0.580 -0.593 -0.2 0.1 -0.1 0.050
H 0.394 -2.381 1.031 -0.1 0.3 0.3 0.112
H -0.776 -2.672 -0.141 -0.5 0.4 -0.2 0.100
C 0.633 0.554 -3.677 0.3 -1.8 -0.3 -0.143
C 2.116 0.297 -3.983 0.1 1.3 0.3 -0.105
O 2.530 1.565 -4.526 -0.2 -0.1 -0.1 0.062
C 1.445 2.279 -4.906 0.5 -0.5 0.7 -0.568
O 1.487 3.292 -5.499 -0.2 0.6 -0.4 0.193
O 0.312 1.683 -4.441 -0.4 0.3 -0.1 0.060
H 0.428 0.650 -2.611 0.0 0.6 0.0 0.102
H 0.076 -0.327 -4.006 -0.3 0.3 -0.1 0.131
H 2.334 -0.445 -4.744 -0.2 -0.3 0.2 0.128
H 2.672 0.167 -3.057 0.2 -0.4 -0.2 0.118
O 3.717 -0.429 0.199 -0.3 0.1 0.0 -0.030
H 4.200 0.400 0.276 0.1 -0.1 0.0 0.062
H 2.825 -0.176 -0.060 0.0 0.1 0.1 0.025
O -1.921 1.176 2.438 -0.7 0.8 0.9 -0.115
H -1.461 1.796 1.838 0.5 -0.3 -0.6 0.038
H -2.290 1.746 3.126 0.3 0.1 0.0 0.081
O -3.960 -0.070 0.611 -0.3 -0.2 -0.3 -0.130
H -4.555 -0.568 0.040 0.0 -0.1 0.1 0.079
H -3.777 0.777 0.141 -0.1 0.5 0.4 0.020
O -2.634 -3.310 -2.638 0.0 0.2 0.0 -0.046
H -3.355 -3.472 -2.023 0.0 -0.1 0.0 0.033
H -2.085 -2.646 -2.208 0.0 -0.1 0.0 0.006
O -2.132 -3.865 3.976 -0.1 0.3 -0.1 -0.083
H -1.800 -4.762 3.866 -0.1 0.0 0.1 0.045
H -1.847 -3.406 3.173 0.3 -0.1 -0.3 -0.036
C 0.673 4.622 2.231 -0.7 0.0 0.5 -0.076
C 0.868 3.146 1.969 -0.4 0.1 -0.5 -0.269
O -0.031 2.667 0.930 0.0 -0.1 0.4 -0.125
H 0.521 5.203 1.321 0.6 0.0 -0.1 0.080
H 1.503 4.977 2.840 0.0 0.3 -0.2 0.085
H -0.247 4.820 2.792 0.1 -0.2 0.1 0.075
H 0.623 2.531 2.832 0.3 0.0 0.1 0.102
H 1.899 2.960 1.666 0.0 -0.2 0.0 0.117
H 0.308 2.956 0.078 -0.1 0.0 0.0 0.095
C 1.347 -1.873 5.201 0.3 -0.5 -0.3 -0.080
C 1.797 -0.892 4.134 -1.0 -0.2 0.2 -0.283
O 0.667 -0.222 3.546 -0.1 0.5 0.0 -0.124
H 0.578 -2.554 4.825 -0.1 0.1 0.0 0.064
H 0.978 -1.360 6.086 -0.1 0.0 0.0 0.076
H 2.187 -2.514 5.482 0.0 0.1 0.2 0.082
H 2.341 -1.382 3.327 0.4 0.0 0.2 0.110
H 2.369 -0.120 4.642 0.3 0.1 -0.5 0.113
H 0.114 -0.865 3.087 0.1 -0.3 0.0 0.022
C 2.856 -2.870 -3.147 -0.8 -1.4 -0.6 -0.087
C 2.561 -3.208 -1.683 0.0 1.9 -0.6 -0.305
O 3.768 -3.056 -0.953 -0.5 -0.4 0.3 -0.073
H 3.340 -3.737 -3.603 0.5 0.4 0.0 0.081
H 3.424 -1.958 -3.272 0.4 -0.1 0.3 0.053
H 1.957 -2.749 -3.770 -0.2 0.0 0.4 0.070
H 2.088 -4.175 -1.530 0.3 -0.2 -0.1 0.112
H 1.817 -2.445 -1.384 0.1 -0.2 0.4 0.082
H 3.698 -2.261 -0.407 0.3 -0.1 -0.1 0.030
C -3.310 1.836 -2.398 -1.6 -0.1 -0.2 -0.076
C -3.345 3.029 -1.475 -0.1 -0.6 0.7 -0.239
O -3.818 2.552 -0.169 0.5 -0.1 -0.4 -0.122
H -4.335 1.432 -2.444 0.1 0.1 0.1 0.087
H -2.716 0.988 -2.060 0.6 0.3 -0.1 0.060
H -3.148 2.149 -3.428 0.6 -0.2 0.1 0.092
H -4.081 3.755 -1.813 0.2 0.2 -0.2 0.121
H -2.360 3.474 -1.338 0.0 0.2 -0.1 0.111
H -3.562 3.209 0.485 -0.1 0.0 0.1 0.090
```
Forces are in eV/Å.

Output
LUMO   -5.83 eV
E_tot   -45351.6444 eV
E_HOMO   -12.01 eV
Total charge   +1